Here is one molecule with the formula C18H13NO5 from the OMol25 dataset. Energies are from the ωB97M-V functional and the def2-TZVPD basis.

Its charge is 0. The strongest force on any atom is 3.65 eV/Å. The highest occupied orbital energy is -8.9651 eV. For the HOMO-LUMO gap, the calculation gives 7.9 eV. The SMILES is O=C(CC(=O)c1cc(=O)[nH]o1)c1ccc(Oc2ccccc2)cc1. The relative energy (zero: lowest compared OMol25 entry of this formula, charge and spin) comes out at 491.9 kJ/mol.

Geometry as XYZ:
```
37
C18H13NO5 | the OMol25 dataset | the ωB97M-V functional and the def2-TZVPD basis
O 2.47 -5.33 -1.31
O 0.55 -2.83 3.20
O -2.59 -2.47 0.37
O 0.32 3.28 0.51
O -0.41 -5.05 0.51
C 1.64 -5.10 -0.44
C -0.13 -3.30 2.31
C -1.82 -2.06 1.22
C 1.66 -4.21 0.66
C 0.38 -4.19 1.20
C 0.83 4.87 -3.31
C 0.17 5.62 -2.32
C 1.44 3.64 -3.03
C 0.05 5.06 -1.04
C 1.28 3.07 -1.75
C -0.04 1.31 1.88
C -0.94 1.37 -0.30
C -0.58 0.02 2.09
C -1.46 0.09 -0.06
C 0.55 3.77 -0.77
C -0.19 2.02 0.67
C -1.28 -0.67 1.09
N 0.41 -5.70 -0.43
C -1.58 -2.97 2.38
H 2.42 -3.54 1.05
H 0.99 5.32 -4.30
H -0.20 6.63 -2.53
H 2.00 3.12 -3.83
H -0.48 5.61 -0.24
H 1.63 2.06 -1.53
H 0.62 1.79 2.64
H -1.22 1.87 -1.20
H -0.50 -0.38 3.09
H -2.05 -0.32 -0.85
H 0.02 -6.00 -1.33
H -1.78 -2.50 3.33
H -2.19 -3.88 2.40
```

natural (NBO) population analysis, charges in e, atoms 1 to 5: number 1, O, carries -0.600; number 2, O, carries -0.484; number 3, O, carries -0.523; number 4, O, carries -0.476; number 5, O, carries -0.285